(1)
A molecular structure, C9H23NSi2 at a distorted geometry. Source: the OMol25 dataset; level of theory: ωB97M-V/def2-TZVPD.

Computed properties:
* max |F|: 0.056 hartree/bohr
* molar mass: 201.5 g mol⁻¹
* orbital gap: 9.720 eV
* ΔE to the lowest compared entry with this formula, charge and spin: 40.47 kJ/mol
* LUMO energy: 0.89 eV

XYZ file:
```
35
Properties=species:S:1:pos:R:3:forces:R:3
C 3.0586 -0.2838 -2.3604 -0.2 -0.9 0.5
C 1.9833 -1.0035 -2.0569 1.0 0.0 0.6
N 0.6017 0.0705 -0.2282 -1.7 -1.2 1.7
C 0.7310 -0.3604 -1.6435 -2.2 1.4 -1.3
C 0.3684 -3.0803 0.3170 -0.1 0.4 0.0
C 0.2215 -1.0807 2.5640 -0.1 0.2 -0.1
C -2.0874 -1.3639 0.7170 0.6 0.7 -0.8
C -1.1003 1.8476 1.8188 0.6 -0.5 0.4
C 0.8218 2.9751 -0.4136 -0.1 -0.9 -0.4
C -1.7579 1.6523 -1.0932 -0.1 -0.2 -0.1
Si -0.1685 -1.3053 0.7419 0.1 0.2 0.3
Si -0.3496 1.6002 0.1140 0.9 -0.7 -1.1
H 3.9955 -0.7879 -2.5193 0.3 0.1 -0.3
H 3.0474 0.7917 -2.2940 0.0 0.2 -0.2
H 1.9877 -2.0810 -2.0092 0.4 -0.2 -0.2
H -0.1436 -1.0053 -1.9236 0.6 0.3 0.1
H 0.6565 0.4994 -2.3748 -0.3 -0.4 1.0
H 0.7151 -3.2133 -0.7024 -0.3 -0.2 -0.2
H 1.1954 -3.3794 0.9512 0.2 0.0 0.2
H -0.4783 -3.7533 0.5528 0.4 0.3 -0.3
H 0.1400 -2.0199 3.1052 0.0 -0.3 -0.1
H -0.5002 -0.4205 3.0511 0.3 0.1 -0.1
H 1.2377 -0.7179 2.6858 0.1 0.2 0.2
H -2.4614 -0.3323 0.7997 -0.2 -0.5 -0.2
H -2.4826 -1.9255 1.5537 0.1 -0.2 0.3
H -2.4451 -1.8304 -0.2108 -0.1 0.2 0.2
H -1.6306 2.7843 1.8833 0.1 0.7 -0.3
H -1.8882 1.1356 2.0606 0.3 -0.3 0.0
H -0.3410 1.8350 2.6098 -0.2 0.0 0.0
H 0.7719 3.0221 -1.5210 0.1 0.1 0.6
H 1.8459 2.7523 -0.1148 0.0 0.1 0.0
H 0.5216 3.9133 -0.0001 -0.1 0.8 0.2
H -2.2671 0.6983 -1.2623 0.1 0.2 0.1
H -1.3117 1.9801 -2.0229 -0.2 0.1 -0.5
H -2.4874 2.3868 -0.7745 -0.3 0.2 -0.1
```
Forces are in eV/Å.

For each atom in turn, the Mulliken charge in e is: -0.9000, -0.2221, 0.2984, -0.6936, -1.2148, -1.2169, -1.0903, -1.2128, -1.1600, -1.1578, 0.4527, 0.2611, 0.2903, 0.2740, 0.2212, 0.3494, 0.5054, 0.2825, 0.3405, 0.3738, 0.3807, 0.3492, 0.3283, 0.2831, 0.3823, 0.3151, 0.4476, 0.3745, 0.3183, 0.2891, 0.2895, 0.3454, 0.3505, 0.3693, 0.3963

(2)
A molecular structure, C9H23PSi at a distorted geometry. Source: the OMol25 dataset; level of theory: ωB97M-V/def2-TZVPD.

Computed properties:
* max |F|: 0.087 hartree/bohr
* molar mass: 190.3 g mol⁻¹
* orbital gap: 8.818 eV
* ΔE to the lowest compared entry with this formula, charge and spin: 0.00 kJ/mol
* LUMO energy: 0.93 eV

XYZ file:
```
34
Properties=species:S:1:pos:R:3:forces:R:3
C -2.2288 1.1396 0.4091 -2.9 -0.9 -0.8
C -2.5001 -0.2304 -1.8007 -0.6 -1.5 1.0
C 2.1016 2.2364 -0.3607 -1.0 2.0 -0.8
C 2.0151 0.9913 1.8143 2.4 2.2 0.5
C -0.6233 -3.0177 -0.1747 -0.9 0.7 -0.9
C -0.3095 -1.8003 1.8288 2.0 0.0 0.3
C -1.6006 0.6445 -0.8659 1.4 -1.1 0.2
C 1.2838 1.5994 0.6968 -2.3 -3.0 -2.4
C 0.3017 -1.9911 0.4545 -2.3 1.8 -0.2
Si 0.1481 -0.2526 -0.4808 1.2 2.5 0.8
P 1.1697 -0.1997 -2.5402 0.1 1.1 0.5
H -2.8522 0.3517 0.8648 -0.1 0.2 -0.2
H -1.6893 1.5086 1.2161 1.9 0.6 1.0
H -2.8741 1.9646 0.1039 -0.5 0.0 0.3
H -3.2300 -1.0926 -1.3930 2.1 1.9 -0.1
H -1.8270 -0.7073 -2.5157 -0.2 -0.2 -0.2
H -3.1855 0.3525 -2.3666 -0.5 0.8 -0.6
H 2.6635 3.1029 0.0994 0.2 -1.0 -0.8
H 2.5951 1.5086 -0.9651 1.6 -0.3 0.3
H 1.4843 2.6642 -1.1935 0.0 0.1 1.0
H 2.4044 1.8358 2.4279 0.1 -0.2 -0.1
H 2.9147 0.3933 1.6418 -0.4 -0.2 -0.6
H 1.3821 0.5185 2.4619 -1.6 -1.5 1.6
H -1.7387 -2.7615 -0.0492 1.7 -0.2 -0.3
H -0.3569 -3.0863 -1.2069 -0.4 -0.2 -1.1
H -0.4746 -4.0068 0.1963 0.1 -0.8 0.7
H -1.2307 -1.3173 1.8048 -1.7 1.0 -0.1
H 0.3876 -1.2214 2.4655 -0.6 -0.8 0.2
H -0.5162 -2.8357 2.0492 0.1 -0.2 1.6
H -1.3268 1.5995 -1.3984 0.2 -1.2 0.0
H 0.4541 2.2269 1.0187 0.1 -0.1 0.1
H 1.2755 -2.3669 0.6707 1.0 -0.1 -0.7
H 2.4906 -0.3993 -2.0617 0.0 0.1 0.1
H 1.0016 -1.5379 -2.6528 -0.3 -1.6 -0.4
```
Forces are in eV/Å.

For each atom in turn, the Mulliken charge in e is: -1.6900, -1.3657, -1.4471, -1.6428, -1.4032, -1.5335, 0.7749, 0.5904, 0.4694, -0.1648, -0.1628, 0.3522, 0.4137, 0.4095, 0.2099, 0.3290, 0.4517, 0.3502, 0.2850, 0.3320, 0.4488, 0.2704, 0.4634, 0.2396, 0.3635, 0.5128, 0.3604, 0.1926, 0.5017, 0.2627, 0.2767, 0.4518, 0.0703, 0.0270

(3)
A molecular structure, C9H24AlFN3O4P at a distorted geometry. Source: the OMol25 dataset; level of theory: ωB97M-V/def2-TZVPD.

Computed properties:
* max |F|: 0.060 hartree/bohr
* molar mass: 315.3 g mol⁻¹
* orbital gap: 2.859 eV
* ΔE to the lowest compared entry with this formula, charge and spin: 0.00 kJ/mol
* LUMO energy: -12.45 eV
* charge: +2

XYZ file:
```
43
Properties=species:S:1:pos:R:3:forces:R:3
Al 9.7168 -2.2031 -20.4784 0.4 -0.4 1.1
F 10.8361 -3.9273 -18.5185 -0.8 0.5 -1.4
O 9.0273 -4.7539 -21.5400 0.1 -1.9 -0.7
P 9.0884 -6.2026 -21.9207 -0.8 -0.6 -0.3
N 9.6631 -6.5123 -23.5180 -1.2 -1.7 1.8
C 10.4585 -5.4570 -24.0053 1.1 1.0 -1.2
C 9.8596 -7.8949 -24.0879 -0.2 0.2 0.8
N 7.5190 -6.9346 -21.9368 0.0 0.1 0.1
C 6.2571 -6.1108 -21.9137 0.7 0.0 0.2
C 7.3040 -8.4080 -22.0123 0.5 0.5 0.9
N 10.1176 -7.1934 -20.9384 -0.4 -0.2 -0.6
C 11.5294 -7.4830 -21.1655 0.6 0.8 -0.6
C 9.6862 -7.4331 -19.5607 0.6 -0.1 -0.6
H 10.7121 -5.5153 -25.0638 -0.1 -0.5 0.0
H 11.3664 -5.5693 -23.4126 0.7 0.8 -0.3
H 10.0292 -4.4625 -23.8832 -0.1 -0.2 0.5
H 9.2508 -8.0592 -24.9770 0.1 0.2 0.0
H 9.6826 -8.6926 -23.3665 -0.7 0.4 0.2
H 10.9101 -8.1087 -24.2850 0.3 0.8 -0.5
H 6.3596 -5.1105 -22.3343 0.4 -0.1 -0.3
H 5.4154 -6.6254 -22.3772 0.4 -0.2 -0.2
H 6.0001 -5.9290 -20.8702 0.0 -0.2 0.3
H 8.1792 -8.8738 -21.5594 0.2 -0.3 -0.5
H 6.4698 -8.7651 -21.4084 -0.3 0.6 0.2
H 7.0805 -8.7581 -23.0200 0.4 0.2 -0.2
H 11.7288 -8.2991 -21.8600 -0.5 -0.5 -0.1
H 12.0609 -6.6567 -21.6376 -0.1 0.3 0.2
H 12.0396 -7.7118 -20.2299 -0.2 0.1 -0.1
H 9.7336 -6.3972 -19.2249 -0.7 0.3 1.2
H 10.4469 -7.9967 -19.0206 -0.2 -0.1 -0.2
H 8.7361 -7.9653 -19.5140 -0.3 0.6 0.2
C 6.1905 1.8971 -19.4201 0.6 -1.1 -0.8
O 7.4301 2.5253 -19.9971 -2.1 -1.6 1.4
C 8.3636 1.7420 -20.5568 -1.6 -1.5 1.1
O 8.4729 0.4726 -20.5563 -0.3 3.1 0.0
O 9.1209 2.6315 -21.1114 1.5 -0.2 -1.4
C 10.0025 2.1291 -22.1176 1.2 0.6 0.2
H 6.3733 1.3643 -18.4870 0.5 0.1 -0.2
H 5.8347 1.2004 -20.1792 0.2 -0.2 0.1
H 5.3204 2.5279 -19.2381 0.9 1.1 -0.3
H 10.5736 1.3208 -21.6608 -0.3 -0.5 -0.7
H 10.7511 2.8912 -22.3343 -0.3 0.3 0.2
H 9.4633 1.9685 -23.0512 0.0 -0.6 0.3
```
Forces are in eV/Å.

For each atom in turn, the Mulliken charge in e is: 1.2228, -0.5150, -0.8067, 0.3386, 0.2504, -0.8644, -0.9800, 0.2748, -0.9621, -1.0504, 0.2268, -0.7830, -0.8756, 0.3981, 0.3524, 0.2687, 0.3407, 0.3806, 0.4118, 0.3278, 0.3933, 0.3677, 0.4172, 0.4046, 0.3385, 0.3478, 0.2676, 0.3733, 0.3674, 0.4291, 0.3206, -0.6287, -0.2861, 0.7955, -0.5955, -0.2800, -0.5956, 0.2808, 0.2725, 0.2831, 0.2234, 0.2506, 0.2964

(4)
A molecular structure, C9H24BGaNO9S at a distorted geometry. Source: the OMol25 dataset; level of theory: ωB97M-V/def2-TZVPD.

Computed properties:
* max |F|: 0.117 hartree/bohr
* molar mass: 402.9 g mol⁻¹
* orbital gap: 6.724 eV
* LUMO energy: 2.17 eV
* charge: -1

XYZ file:
```
46
Properties=species:S:1:pos:R:3:forces:R:3
C -3.6449 5.5052 -1.5275 -0.6 1.0 -0.5
N -4.0902 4.1197 -1.1148 1.2 0.3 -0.7
C -3.8472 3.0795 -2.1907 -0.1 -1.2 0.8
B -3.5345 3.6961 0.2336 -2.3 -1.5 1.3
O -4.4798 3.0120 1.1610 0.6 0.8 -2.9
Ga -1.5259 3.9834 0.8253 -0.4 1.4 -1.4
S -0.9900 2.8901 2.7785 -1.4 1.5 5.7
C 0.0772 1.3763 2.4083 1.3 -0.5 0.0
O -0.1916 3.8277 3.7614 -1.1 -2.8 -3.0
O -2.3187 2.5108 3.5327 3.6 -0.1 -2.6
H -4.6339 6.1728 -1.5617 2.2 -1.2 -0.2
H -2.9259 6.0422 -0.7753 -1.2 -1.3 -1.3
H -3.1394 5.4981 -2.6048 -1.0 0.1 2.3
H -3.8312 3.5360 -3.2779 -0.1 -0.9 2.3
H -2.8252 2.5129 -1.9512 -1.9 1.1 -0.9
H -4.7073 2.2630 -2.0538 1.8 1.7 -0.7
H -5.3611 2.8314 0.7198 1.4 0.6 0.5
H -1.4052 5.5884 1.0819 0.2 -0.4 0.3
H -0.5244 3.6703 -0.4094 0.0 -0.3 0.4
H 1.2018 1.7564 2.3791 -2.4 -0.7 0.2
H -0.1496 0.9234 1.3431 0.1 0.9 2.3
H -0.0512 0.6158 3.2911 0.1 1.4 -1.8
C -0.9414 -2.7973 1.5876 -0.2 0.4 0.5
O -0.5575 -3.6331 0.4976 0.3 0.2 -1.2
C -0.3699 -2.9731 -0.6731 -0.4 1.1 0.2
O -0.5008 -1.7717 -0.8479 0.3 -2.0 0.2
O -0.0113 -3.8812 -1.6154 -0.5 0.4 0.6
C 0.2208 -3.3249 -2.9081 0.1 0.2 -0.5
H -1.0638 -3.4293 2.4714 0.1 -0.1 -0.4
H -0.1631 -2.0567 1.7990 -0.2 0.0 -0.2
H -1.8979 -2.3069 1.3799 0.3 0.1 0.0
H 1.0455 -2.6056 -2.8764 -0.3 0.0 0.0
H -0.6893 -2.8557 -3.2955 0.2 0.1 0.2
H 0.5010 -4.1398 -3.5813 -0.1 0.0 0.4
C 2.6557 -4.2546 -0.0779 -0.5 -0.4 0.1
O 3.5514 -3.1899 -0.3914 1.3 0.1 0.4
C 4.7798 -3.3092 0.1728 -0.1 -0.3 0.2
O 5.1517 -4.2210 0.8948 -0.5 1.3 -1.0
O 5.5224 -2.2385 -0.2056 -0.6 -0.7 0.2
C 6.8493 -2.2304 0.3176 0.4 0.0 0.2
H 1.7055 -4.0561 -0.5812 0.8 0.0 0.2
H 3.0469 -5.2090 -0.4449 0.0 0.1 0.2
H 2.4714 -4.2992 1.0003 0.2 -0.1 -0.2
H 7.4081 -3.1038 -0.0336 -0.2 0.1 0.2
H 6.8326 -2.1939 1.4117 0.0 -0.2 -0.2
H 7.3515 -1.3307 -0.0488 -0.4 -0.1 -0.1
```
Forces are in eV/Å.

For each atom in turn, the Mulliken charge in e is: -0.7935, -0.1619, -0.7146, 0.4269, -0.6025, 0.3924, 0.8019, -0.7256, -0.7063, -0.6698, 0.1907, 0.2169, 0.2897, 0.3032, 0.1913, 0.1863, 0.2884, -0.3438, -0.2989, 0.2958, 0.1993, 0.2358, -0.6251, -0.2691, 0.8248, -0.5620, -0.3867, -0.6656, 0.2297, 0.2705, 0.3144, 0.2938, 0.3241, 0.2276, -0.4216, -0.2154, 0.7281, -0.5462, -0.3108, -0.6211, 0.0298, 0.3111, 0.2765, 0.2852, 0.2835, 0.2230